No. 1
Molecular formula: C10H17N2
Method: DFT, the ωB97M-V functional and the def2-TZVPD basis

As for the energy: -13615.0102 eV. The value obtained for the energy above the lowest of the compared OMol25 structures with the same formula, charge and spin is 3.432 eV. As for the total charge: +1. The value obtained for the molar mass is 165.26 g/mol.

The geometry in XYZ format:
```
29
C10H17N2 the ωB97M-V functional and the def2-TZVPD basis
C 3.32 0.59 -0.14
C 2.84 -0.52 0.52
C -1.87 -0.74 -0.25
C 1.23 1.26 1.06
C 1.20 0.55 -1.21
C 2.06 1.47 -0.23
C 1.39 -0.22 1.06
C 1.15 -0.66 -0.34
C 0.68 -1.86 -0.74
C -3.63 0.96 0.02
N -2.31 -1.31 0.88
N -2.41 0.41 -0.62
H 4.30 0.71 -0.66
H 3.30 -1.51 0.67
H 1.74 1.72 1.87
H 0.27 1.52 0.90
H 0.15 0.92 -1.33
H 1.76 0.26 -2.10
H 2.27 2.46 -0.46
H 1.08 -0.75 1.97
H 0.87 -2.72 -0.11
H 0.45 -1.98 -1.86
H -0.72 -1.45 -0.57
H -3.41 1.46 0.97
H -4.39 0.02 0.40
H -4.01 1.71 -0.60
H -1.82 -2.15 1.17
H -3.19 -0.92 1.26
H -2.29 0.76 -1.53
```

What are the Löwdin partial charges on each atom? They are as follows, in elementary charge units: 0.046 -0.036 -0.191 -0.066 -0.059 -0.208 -0.187 -0.391 -0.045 -0.042 0.143 -0.017 0.141 0.147 0.127 0.080 0.127 0.138 0.117 0.164 0.099 0.134 0.124 0.091 0.161 0.064 0.129 0.090 0.122

=====

No. 2
Molecular formula: C10H17N2P
Method: DFT, the ωB97M-V functional and the def2-TZVPD basis

As for the energy: -22912.1935 eV. The value obtained for the energy above the lowest of the compared OMol25 structures with the same formula, charge and spin is 2.375 eV. As for the total charge: 0. The value obtained for the molar mass is 196.23 g/mol.

The geometry in XYZ format:
```
30
C10H17N2P the ωB97M-V functional and the def2-TZVPD basis
C 2.13 1.97 -1.08
C 1.99 0.57 -0.56
C 2.54 0.25 0.57
C 2.13 -0.88 1.34
C 0.99 -1.48 1.00
C 0.10 -1.15 -0.27
C -0.22 -2.40 -1.03
N -1.22 -0.57 0.19
C -1.06 0.49 1.20
C -2.49 0.95 1.52
N -2.93 1.14 0.10
P -2.50 -0.26 -0.91
C 0.95 -0.23 -1.14
H 1.24 2.63 -0.76
H 2.41 1.96 -2.14
H 2.91 2.38 -0.46
H 3.23 0.96 1.25
H 2.58 -1.28 2.23
H 0.50 -2.24 1.64
H -0.60 -2.16 -2.05
H -1.05 -2.99 -0.56
H 0.66 -2.96 -1.10
H -0.58 1.28 0.76
H -0.62 -0.01 2.08
H -3.19 0.28 2.02
H -2.60 1.88 2.06
H -3.87 1.66 -0.03
H -3.45 -1.27 -0.41
H 0.23 0.51 -1.67
H 1.28 -0.87 -2.02
```

What are the Löwdin partial charges on each atom? They are as follows, in elementary charge units: -0.055 -0.348 -0.090 -0.096 -0.036 -0.507 -0.084 -0.325 -0.200 -0.239 -0.314 0.844 -0.125 0.113 0.085 0.060 0.160 0.097 0.120 0.082 0.100 0.067 0.077 0.120 0.095 0.102 0.102 -0.085 0.136 0.145

=====

No. 3
Molecular formula: C10H17N3O5S
Method: DFT, the ωB97M-V functional and the def2-TZVPD basis

As for the energy: -36187.5087 eV. The value obtained for the energy above the lowest of the compared OMol25 structures with the same formula, charge and spin is 1.451 eV. As for the total charge: 0. The value obtained for the molar mass is 291.33 g/mol.

The geometry in XYZ format:
```
36
C10H17N3O5S the ωB97M-V functional and the def2-TZVPD basis
N 2.34 2.71 3.05
C 2.38 3.23 1.68
C 1.69 2.72 0.56
S 0.79 1.12 0.59
C 1.84 3.85 -0.46
O 0.83 4.23 -1.03
O 2.81 4.82 -0.16
C 3.29 4.33 1.07
O 4.48 4.29 1.29
H 1.71 3.40 3.49
H 1.80 1.85 3.07
H 1.90 0.29 0.45
C -3.72 1.03 -1.74
N -2.74 0.22 -1.05
C -2.82 -0.31 0.20
C -4.07 -0.04 1.00
O -1.90 -0.98 0.65
H -4.01 0.52 -2.66
H -3.26 1.99 -1.99
H -4.61 1.20 -1.13
H -1.88 0.00 -1.52
H -4.00 -0.52 1.97
H -4.19 1.04 1.15
H -4.94 -0.44 0.47
C 1.87 -4.13 -2.00
N 2.23 -3.02 -1.13
C 1.56 -2.56 -0.05
C 0.28 -3.25 0.33
O 2.00 -1.60 0.58
H 2.67 -4.87 -1.97
H 1.76 -3.76 -3.01
H 0.94 -4.60 -1.69
H 3.08 -2.52 -1.33
H -0.15 -2.77 1.21
H -0.44 -3.17 -0.48
H 0.48 -4.30 0.57
```

What are the Löwdin partial charges on each atom? They are as follows, in elementary charge units: 0.096 -0.188 -0.411 0.806 -0.400 0.107 0.114 -0.340 0.155 0.101 0.057 -0.087 -0.074 0.010 -0.552 -0.009 0.000 0.083 0.087 0.073 0.135 0.084 0.086 0.085 -0.075 0.010 -0.523 -0.010 -0.049 0.084 0.084 0.074 0.142 0.076 0.084 0.088

=====

No. 4
Molecular formula: C10H17N3O6
Method: DFT, the ωB97M-V functional and the def2-TZVPD basis

As for the energy: -27391.1450 eV. The value obtained for the energy above the lowest of the compared OMol25 structures with the same formula, charge and spin is 12.237 eV. As for the total charge: 0. The value obtained for the molar mass is 275.26 g/mol.

The geometry in XYZ format:
```
36
C10H17N3O6 the ωB97M-V functional and the def2-TZVPD basis
C 1.95 -1.15 1.24
C 0.83 -0.87 0.25
C 2.90 -0.04 0.79
C 3.96 -0.28 -0.40
C 5.09 0.77 -0.54
C -1.08 0.83 -0.01
C -1.43 2.20 0.72
C -2.31 -0.09 0.05
C -3.69 0.50 -0.50
C -4.66 -0.47 -0.41
H 2.00 -3.03 2.38
H 2.16 -3.07 0.33
H 1.90 -1.08 2.38
H 2.28 0.90 0.72
H 3.74 0.07 1.60
H 4.66 -1.34 -0.33
H 3.46 -0.27 -1.50
H 5.49 -0.10 -2.28
H 0.55 0.88 1.46
H -0.63 1.10 -0.90
H -2.20 -1.05 -0.76
H -2.53 -0.55 1.11
H -3.87 1.45 -0.12
H -3.79 0.63 -1.74
H -6.52 -1.27 -1.39
H -6.42 0.55 -2.13
H -2.07 2.57 -0.84
N 2.37 -2.53 1.24
N 0.06 0.23 0.72
N -6.10 -0.23 -0.60
O 0.76 -1.52 -0.76
O 5.36 1.63 0.23
O 5.55 0.94 -1.86
O -1.34 2.30 1.89
O -4.31 -1.63 -0.11
O -2.13 3.02 0.06
```

What are the Löwdin partial charges on each atom? They are as follows, in elementary charge units: -0.412 -0.460 -0.143 -0.109 -0.549 -0.222 -0.579 -0.082 -0.169 -0.664 0.218 0.092 0.148 0.118 0.148 0.184 0.145 0.195 0.179 0.123 0.191 0.168 0.089 0.201 0.193 0.237 0.151 -0.018 0.076 0.027 0.090 0.115 -0.014 0.151 0.017 0.165

=====

No. 5
Molecular formula: C10H17N3O6
Method: DFT, the ωB97M-V functional and the def2-TZVPD basis

As for the energy: -27399.6491 eV. The value obtained for the energy above the lowest of the compared OMol25 structures with the same formula, charge and spin is 3.732 eV. As for the total charge: 0. The value obtained for the molar mass is 275.26 g/mol.

The geometry in XYZ format:
```
36
C10H17N3O6 the ωB97M-V functional and the def2-TZVPD basis
N 1.97 3.13 0.62
C 1.54 1.98 -0.01
O 0.31 1.77 0.03
C 2.79 1.28 -0.55
C 2.69 0.00 -1.32
C 1.32 -0.49 -0.85
N 1.45 -0.72 0.55
C 0.40 -0.87 1.50
O 0.73 -0.83 2.71
C -0.94 -1.12 0.98
N -1.64 -2.09 1.75
C -1.77 0.24 0.89
C -3.33 0.09 0.47
C -3.50 0.74 -0.91
O -2.57 1.43 -1.35
O -4.67 0.72 -1.42
C 0.95 -1.72 -1.71
O 0.73 -1.53 -2.96
O 0.98 -2.97 -1.16
H 1.35 3.34 1.42
H 2.96 3.27 0.50
H 3.39 1.14 0.37
H 3.49 1.90 -1.13
H 3.51 -0.67 -0.98
H 2.91 0.02 -2.39
H 0.55 0.18 -1.07
H 2.41 -0.72 0.89
H -0.99 -1.48 -0.10
H -1.69 -2.98 1.31
H -1.02 -2.14 2.61
H -1.91 0.62 1.92
H -1.15 0.78 0.11
H -4.07 0.43 1.25
H -3.55 -1.03 0.43
H -4.74 1.31 -2.21
H 1.10 -3.01 -0.20
```

What are the Löwdin partial charges on each atom? They are as follows, in elementary charge units: 0.141 -0.427 0.003 -0.128 -0.114 -0.283 0.101 -0.375 0.043 -0.357 0.065 -0.099 -0.057 -0.555 0.059 0.139 -0.372 0.048 0.108 0.144 0.089 0.126 0.137 0.139 0.131 0.115 0.148 0.161 0.062 0.105 0.121 0.074 0.129 0.121 0.157 0.104

=====

No. 6
Molecular formula: C10H17N3O6
Method: DFT, the ωB97M-V functional and the def2-TZVPD basis

As for the energy: -27401.6987 eV. The value obtained for the energy above the lowest of the compared OMol25 structures with the same formula, charge and spin is 1.683 eV. As for the total charge: 0. The value obtained for the molar mass is 275.26 g/mol.

The geometry in XYZ format:
```
36
C10H17N3O6 the ωB97M-V functional and the def2-TZVPD basis
N 2.38 0.26 -2.54
C 3.09 0.30 -1.37
O 3.70 1.26 -1.00
C 3.13 -1.06 -0.63
C 3.06 -0.88 0.92
C 2.08 0.15 1.37
N 1.87 0.30 2.83
C 0.74 -0.03 0.70
O 0.34 -1.22 0.64
N -0.14 1.04 0.56
C -1.44 0.83 -0.09
C -2.46 0.03 0.83
C -2.52 -1.44 1.06
C -2.38 -2.16 -0.46
O -3.35 -2.25 -1.11
O -1.21 -2.77 -0.79
C -2.06 2.25 -0.27
O -1.66 3.19 0.35
O -3.10 2.31 -1.10
H 2.35 1.17 -3.00
H 2.15 -0.59 -3.07
H 2.28 -1.69 -0.96
H 4.01 -1.66 -0.85
H 2.83 -1.82 1.42
H 4.00 -0.53 1.17
H 2.38 1.16 1.09
H 1.53 -0.68 3.05
H 1.05 0.85 2.92
H -0.04 1.93 1.08
H -1.46 0.38 -1.10
H -2.56 0.51 1.85
H -3.47 0.22 0.41
H -3.50 -1.75 1.47
H -1.60 -1.86 1.60
H -0.51 -2.25 -0.30
H -3.47 3.21 -1.09
```

What are the Löwdin partial charges on each atom? They are as follows, in elementary charge units: 0.151 -0.562 0.073 -0.081 -0.123 -0.365 0.084 -0.347 0.005 0.131 -0.153 -0.163 -0.089 -0.511 0.125 0.066 -0.488 0.127 0.131 0.117 0.122 0.108 0.115 0.127 0.094 0.132 0.110 0.051 0.160 0.164 0.140 0.122 0.124 0.114 0.053 0.137

=====

No. 7
Molecular formula: C10H17N3O6
Method: DFT, the ωB97M-V functional and the def2-TZVPD basis

As for the energy: -27403.3815 eV. The value obtained for the energy above the lowest of the compared OMol25 structures with the same formula, charge and spin is 0.000 eV. As for the total charge: 0. The value obtained for the molar mass is 275.26 g/mol.

The geometry in XYZ format:
```
36
C10H17N3O6 the ωB97M-V functional and the def2-TZVPD basis
N 0.90 4.52 1.51
C 0.90 3.20 1.18
O -0.15 2.66 0.82
C 2.23 2.52 1.26
C 2.15 1.06 0.77
C 1.39 0.17 1.80
N 2.33 -0.42 2.80
C 0.51 -0.84 1.09
O 0.77 -2.03 1.11
N -0.54 -0.30 0.43
C -1.38 -0.98 -0.52
C -0.58 -1.58 -1.69
C -1.42 -2.34 -2.74
C -2.46 -1.47 -3.48
O -3.29 -1.95 -4.20
O -2.27 -0.16 -3.37
C -2.31 -2.09 0.08
O -3.46 -2.15 -0.25
O -1.73 -3.00 0.86
H 0.05 5.08 1.58
H 1.68 5.05 1.85
H 2.59 2.63 2.30
H 2.95 3.07 0.61
H 3.13 0.58 0.71
H 1.68 1.13 -0.23
H 0.73 0.83 2.38
H 1.90 -0.86 3.63
H 2.80 -1.19 2.32
H -0.70 0.68 0.60
H -2.06 -0.21 -0.91
H 0.12 -2.36 -1.30
H 0.01 -0.73 -2.20
H -2.02 -3.20 -2.30
H -0.78 -2.83 -3.52
H -2.92 0.33 -3.90
H -0.78 -2.84 0.93
```

What are the Löwdin partial charges on each atom? They are as follows, in elementary charge units: 0.155 -0.526 0.030 -0.120 -0.129 -0.299 0.052 -0.429 0.064 0.132 -0.215 -0.133 -0.081 -0.540 0.108 0.106 -0.480 0.116 0.141 0.123 0.101 0.133 0.135 0.117 0.128 0.140 0.091 0.065 0.111 0.153 0.123 0.148 0.146 0.140 0.137 0.057

=====

No. 8
Molecular formula: C10H17N3O7
Method: DFT, the ωB97M-V functional and the def2-TZVPD basis

As for the energy: -29449.9633 eV. The value obtained for the energy above the lowest of the compared OMol25 structures with the same formula, charge and spin is 0.413 eV. As for the total charge: 0. The value obtained for the molar mass is 291.26 g/mol.

The geometry in XYZ format:
```
37
C10H17N3O7 the ωB97M-V functional and the def2-TZVPD basis
C 1.47 -1.45 -2.17
N 0.44 -0.44 -1.98
C -0.09 -0.02 -0.83
O -0.97 0.83 -0.84
C 0.37 -0.65 0.50
C -0.49 -1.89 0.82
C 0.33 -3.04 1.44
C -0.25 -4.44 1.23
N -0.89 -4.74 0.11
O -0.14 -5.32 2.06
N 0.31 0.32 1.60
C 1.17 0.34 2.62
C 0.98 1.45 3.63
O 2.08 -0.46 2.75
H 1.23 -2.36 -1.62
H 1.56 -1.70 -3.23
H 2.44 -1.07 -1.83
H 0.09 0.04 -2.80
H 1.41 -0.95 0.37
H -0.92 -2.23 -0.12
H -1.32 -1.63 1.47
H 1.32 -3.05 0.99
H 0.45 -2.86 2.51
H -1.24 -5.68 0.07
H -1.03 -4.07 -0.61
H -0.40 1.03 1.54
H 1.07 2.41 3.13
H 1.75 1.36 4.40
H 0.00 1.36 4.09
O -1.99 6.63 -2.07
C -1.31 5.61 -2.11
O -0.15 5.50 -1.41
C -1.77 4.43 -2.94
O -2.72 4.55 -3.71
O -1.10 3.25 -2.80
H -0.04 6.34 -0.94
H -1.60 2.60 -3.33
```

What are the Löwdin partial charges on each atom? They are as follows, in elementary charge units: -0.053 0.034 -0.456 0.049 -0.206 -0.117 -0.081 -0.572 0.170 0.042 0.109 -0.552 0.003 0.044 0.076 0.090 0.091 0.141 0.131 0.093 0.134 0.121 0.125 0.122 0.086 0.144 0.082 0.085 0.083 0.130 -0.383 0.122 -0.383 0.130 0.112 0.130 0.125